1.
C66H83FN15O6P | ωB97M-V/def2-TZVPD

Calculated values
- Charge: 0
- E_LUMO: 0.23 eV
- HOMO level: -8.30 eV
- Multiplicity: 1
- SMILES: CNC[C@@H](O[C@H](CCCCNC(C)=O)CP(=O)(O)O)[C@H](CN)N(CCF)OC#N.c1ccncc1.c1ccncc1.c1ccncc1.c1ccncc1.c1ccncc1.c1ccncc1.c1ccncc1.c1ccncc1.c1ccncc1.c1ccncc1
- Largest force on an atom: 1.4 eV/A

Last columns: bonded neighbours and bond lengths (Å).
CARTESIAN COORDINATES (ANGSTROEM)
1 C 0.415 0.833 3.158  N2 1.472, H30 1.087, H31 1.082, H32 1.093
2 N 1.363 0.591 2.057  C1 1.472, C3 1.472, H33 1.010
3 C 1.793 -0.816 2.032  N2 1.472, C4 1.529, H34 1.087, H35 1.094
4 C 2.274 -1.321 0.671  C3 1.529, O5 1.420, C20 1.546, H36 1.092
5 O 1.256 -1.803 -0.194  C4 1.420, C6 1.423
6 C 0.192 -0.939 -0.577  O5 1.423, C7 1.523, C15 1.552, H37 1.090
7 C -1.096 -1.226 0.183  C6 1.523, C8 1.531, H38 1.086, H39 1.092
8 C -2.292 -0.394 -0.289  C7 1.531, C9 1.540, H40 1.088, H41 1.084
9 C -2.632 0.852 0.551  C8 1.540, C10 1.526, H42 1.090, H43 1.085
10 C -2.377 2.165 -0.184  C9 1.526, N11 1.489, H44 1.092, H45 1.088
11 N -3.316 3.252 0.205  C10 1.489, C12 1.398, H46 1.014
12 C -2.686 4.430 0.620  N11 1.398, C13 1.503, O14 1.216
13 C -1.905 4.334 1.900  C12 1.503, H47 1.085, H48 1.088, H49 1.083
14 O -2.785 5.476 0.007  C12 1.216
15 C -0.024 -1.213 -2.089  C6 1.552, P16 1.785, H50 1.084, H51 1.088
16 P 0.198 0.156 -3.213  C15 1.785, O17 1.472, O18 1.606, O19 1.607
17 O 0.898 -0.227 -4.450  P16 1.472
18 O -1.272 0.734 -3.506  P16 1.606, H52 0.966
19 O 0.994 1.289 -2.397  P16 1.607, H53 0.967
20 C 3.195 -0.320 -0.064  C4 1.546, C21 1.549, N23 1.449, H54 1.090
21 C 4.023 -0.987 -1.190  C20 1.549, N22 1.443, H55 1.090, H56 1.091
22 N 3.302 -1.325 -2.394  C21 1.443, H57 1.008, H58 1.009
23 N 4.004 0.434 0.872  C20 1.449, C24 1.442, O27 1.450
24 C 4.684 1.614 0.399  N23 1.442, C25 1.522, H59 1.088, H60 1.094
25 C 5.263 2.456 1.526  C24 1.522, F26 1.391, H61 1.087, H62 1.088
26 F 6.653 2.459 1.478  C25 1.391
27 O 4.843 -0.436 1.672  N23 1.450, C28 1.298
28 C 5.986 -0.726 1.130  O27 1.298, N29 1.155
29 N 7.005 -0.993 0.656  C28 1.155
30 H -0.179 1.722 2.961  C1 1.087
31 H -0.271 0.007 3.288  C1 1.082
32 H 0.933 0.987 4.109  C1 1.093
33 H 2.200 1.098 2.307  N2 1.010
34 H 1.005 -1.480 2.377  C3 1.087
35 H 2.628 -0.968 2.721  C3 1.094
36 H 2.883 -2.203 0.875  C4 1.092
37 H 0.440 0.112 -0.435  C6 1.090
38 H -0.970 -1.095 1.253  C7 1.086
39 H -1.322 -2.282 0.024  C7 1.092
40 H -2.209 -0.075 -1.326  C8 1.088
41 H -3.159 -1.043 -0.244  C8 1.084
42 H -3.702 0.845 0.757  C9 1.090
43 H -2.136 0.841 1.516  C9 1.085
44 H -1.348 2.498 -0.040  C10 1.092
45 H -2.491 2.008 -1.254  C10 1.088
46 H -3.901 3.520 -0.579  N11 1.014
47 H -2.332 5.028 2.616  C13 1.085
48 H -0.875 4.610 1.689  C13 1.088
49 H -1.910 3.323 2.289  C13 1.083
50 H 0.714 -1.935 -2.420  C15 1.084
51 H -1.018 -1.616 -2.274  C15 1.088
52 H -1.213 1.591 -3.949  O18 0.966
53 H 1.067 2.087 -2.939  O19 0.967
54 H 2.538 0.403 -0.545  C20 1.090
55 H 4.478 -1.894 -0.789  C21 1.090
56 H 4.845 -0.316 -1.444  C21 1.091
57 H 2.817 -2.203 -2.299  N22 1.008
58 H 2.690 -0.578 -2.687  N22 1.009
59 H 3.911 2.203 -0.092  C24 1.088
60 H 5.450 1.440 -0.363  C24 1.094
61 H 4.945 2.081 2.496  C25 1.087
62 H 4.950 3.492 1.411  C25 1.088
63 C 6.145 -0.043 -5.708  C64 1.382, C68 1.387, H69 1.083
64 C 4.793 -0.309 -5.616  C63 1.382, C65 1.386, H70 1.081
65 C 3.930 0.743 -5.354  C64 1.386, N66 1.334, H71 1.085
66 N 4.331 2.004 -5.186  C65 1.334, C67 1.333
67 C 5.638 2.245 -5.293  N66 1.333, C68 1.387, H72 1.085
68 C 6.584 1.264 -5.549  C63 1.387, C67 1.387, H73 1.082
69 H 6.845 -0.847 -5.898  C63 1.083
70 H 4.413 -1.315 -5.728  C64 1.081
71 H 2.863 0.570 -5.256  C65 1.085
72 H 5.940 3.279 -5.154  C67 1.085
73 H 7.633 1.516 -5.612  C68 1.082
74 C -5.641 -2.714 -3.728  C75 1.387, C79 1.385, H80 1.082
75 C -6.856 -2.076 -3.531  C74 1.387, C76 1.387, H81 1.081
76 C -6.849 -0.729 -3.203  C75 1.387, N77 1.333, H82 1.085
77 N -5.737 -0.006 -3.074  C76 1.333, C78 1.330
78 C -4.581 -0.635 -3.268  N77 1.330, C79 1.386, H83 1.084
79 C -4.475 -1.979 -3.589  C74 1.385, C78 1.386, H84 1.082
80 H -5.604 -3.766 -3.982  C74 1.082
81 H -7.792 -2.611 -3.625  C75 1.081
82 H -7.781 -0.199 -3.035  C76 1.085
83 H -3.696 -0.019 -3.149  C78 1.084
84 H -3.504 -2.434 -3.728  C79 1.082
85 C 8.637 -5.132 -4.115  C86 1.385, C90 1.386, H91 1.082
86 C 7.569 -4.579 -3.428  C85 1.385, C87 1.387, H92 1.081
87 C 6.643 -3.830 -4.139  C86 1.387, N88 1.331, H93 1.086
88 N 6.728 -3.609 -5.448  C87 1.331, C89 1.331
89 C 7.761 -4.143 -6.095  N88 1.331, C90 1.387, H94 1.085
90 C 8.738 -4.911 -5.479  C85 1.386, C89 1.387, H95 1.081
91 H 9.381 -5.723 -3.596  C85 1.082
92 H 7.453 -4.723 -2.362  C86 1.081
93 H 5.790 -3.381 -3.640  C87 1.086
94 H 7.806 -3.942 -7.160  C89 1.085
95 H 9.555 -5.322 -6.055  C90 1.081
96 C 2.961 -7.390 -1.765  C97 1.385, C101 1.385, H102 1.082
97 C 1.779 -6.744 -2.087  C96 1.385, C98 1.387, H103 1.081
98 C 1.749 -5.358 -2.036  C97 1.387, N99 1.330, H104 1.085
99 N 2.794 -4.611 -1.692  C98 1.330, C100 1.332
100 C 3.924 -5.246 -1.387  N99 1.332, C101 1.385, H105 1.086
101 C 4.060 -6.625 -1.409  C96 1.385, C100 1.385, H106 1.081
102 H 3.025 -8.469 -1.784  C96 1.082
103 H 0.896 -7.300 -2.369  C97 1.081
104 H 0.841 -4.815 -2.279  C98 1.085
105 H 4.760 -4.612 -1.107  C100 1.086
106 H 5.001 -7.087 -1.145  C101 1.081
107 C -8.004 1.649 1.539  C108 1.385, C112 1.385, H113 1.083
108 C -7.485 1.116 0.371  C107 1.385, C109 1.388, H114 1.082
109 C -7.443 1.917 -0.762  C108 1.388, N110 1.332, H115 1.083
110 N -7.878 3.176 -0.789  C109 1.332, C111 1.331
111 C -8.376 3.673 0.341  N110 1.331, C112 1.387, H116 1.085
112 C -8.461 2.957 1.526  C107 1.385, C111 1.387, H117 1.081
113 H -8.052 1.056 2.444  C107 1.083
114 H -7.113 0.100 0.334  C108 1.082
115 H -7.034 1.536 -1.690  C109 1.083
116 H -8.724 4.699 0.290  C111 1.085
117 H -8.874 3.415 2.414  C112 1.081
118 C -1.458 -2.855 7.242  C119 1.387, C123 1.384, H124 1.082
119 C -0.858 -3.439 6.136  C118 1.387, C120 1.385, H125 1.081
120 C -0.666 -2.662 5.006  C119 1.385, N121 1.335, H126 1.086
121 N -1.033 -1.381 4.913  C120 1.335, C122 1.330
122 C -1.599 -0.837 5.987  N121 1.330, C123 1.388, H127 1.085
123 C -1.835 -1.525 7.168  C118 1.384, C122 1.388, H128 1.081
124 H -1.624 -3.428 8.145  C118 1.082
125 H -0.544 -4.473 6.147  C119 1.081
126 H -0.197 -3.082 4.122  C120 1.086
127 H -1.877 0.208 5.892  C122 1.085
128 H -2.301 -1.027 8.007  C123 1.081
129 C 4.776 -7.584 3.796  C130 1.385, C134 1.385, H135 1.082
130 C 4.051 -6.734 2.977  C129 1.385, C131 1.387, H136 1.081
131 C 3.392 -7.276 1.883  C130 1.387, N132 1.331, H137 1.085
132 N 3.420 -8.570 1.572  C131 1.331, C133 1.331
133 C 4.121 -9.373 2.369  N132 1.331, C134 1.387, H138 1.085
134 C 4.812 -8.934 3.488  C129 1.385, C133 1.387, H139 1.081
135 H 5.304 -7.201 4.660  C129 1.082
136 H 3.996 -5.673 3.178  C130 1.081
137 H 2.814 -6.645 1.217  C131 1.085
138 H 4.128 -10.422 2.092  C133 1.085
139 H 5.365 -9.634 4.099  C134 1.081
140 C -5.803 -2.826 4.172  C141 1.386, C145 1.386, H146 1.083
141 C -4.449 -2.653 4.407  C140 1.386, C142 1.387, H147 1.082
142 C -3.611 -2.436 3.322  C141 1.387, N143 1.333, H148 1.081
143 N -4.043 -2.392 2.061  C142 1.333, C144 1.331
144 C -5.347 -2.560 1.851  N143 1.331, C145 1.387, H149 1.086
145 C -6.266 -2.777 2.866  C140 1.386, C144 1.387, H150 1.082
146 H -6.489 -2.996 4.992  C140 1.083
147 H -4.045 -2.683 5.410  C141 1.082
148 H -2.549 -2.292 3.461  C142 1.081
149 H -5.667 -2.519 0.814  C144 1.086
150 H -7.315 -2.907 2.637  C145 1.082
151 C -4.354 8.589 4.438  C152 1.386, C156 1.385, H157 1.082
152 C -3.121 9.075 4.843  C151 1.386, C153 1.387, H158 1.081
153 C -2.043 8.935 3.982  C152 1.387, N154 1.331, H159 1.085
154 N -2.124 8.356 2.786  C153 1.331, C155 1.332
155 C -3.315 7.892 2.410  N154 1.332, C156 1.388, H160 1.085
156 C -4.455 7.985 3.195  C151 1.385, C155 1.388, H161 1.081
157 H -5.220 8.680 5.080  C151 1.082
158 H -2.995 9.553 5.804  C152 1.081
159 H -1.062 9.304 4.261  C153 1.085
160 H -3.346 7.419 1.435  C155 1.085
161 H -5.397 7.593 2.837  C156 1.081
162 C -2.078 10.493 -0.963  C163 1.386, C167 1.384, H168 1.083
163 C -1.995 11.121 -2.196  C162 1.386, C164 1.387, H169 1.082
164 C -2.039 10.338 -3.339  C163 1.387, N165 1.331, H170 1.085
165 N -2.154 9.012 -3.322  C164 1.331, C166 1.332
166 C -2.231 8.423 -2.129  N165 1.332, C167 1.387, H171 1.084
167 C -2.199 9.114 -0.927  C162 1.384, C166 1.387, H172 1.079
168 H -2.047 11.066 -0.045  C162 1.083
169 H -1.899 12.196 -2.272  C163 1.082
170 H -1.980 10.792 -4.322  C164 1.085
171 H -2.323 7.342 -2.136  C166 1.084
172 H -2.261 8.580 0.008  C167 1.079

Mulliken population analysis, charges in e, atoms 1 to 99: -0.31, -0.06, -1.09, -0.94, -0.19, 1.21, -0.60, 0.34, -0.30, -0.54, -0.06, 0.26, -0.69, -0.64, -0.75, 0.56, -0.79, -0.35, -0.56, 0.40, -1.37, -0.13, 0.79, -0.72, -0.56, -0.32, -0.39, 0.68, -0.53, -0.02, 0.01, 0.37, 0.20, -0.09, 1.08, 0.52, 0.56, -0.88, 0.38, -0.65, 0.33, 0.47, -0.14, 0.32, 0.31, 0.29, 0.39, 0.26, 0.13, 0.70, 0.24, 0.28, 0.39, 0.21, 0.41, 0.19, 0.14, -0.05, 0.50, 0.43, 0.20, 0.39, -0.16, -0.38, -0.23, -0.59, -0.30, -0.49, 0.39, 0.44, 0.55, 0.37, 0.40, -0.48, -0.54, -0.25, -0.43, -0.47, -0.36, 0.41, 0.41, 0.41, 0.76, 0.45, -0.35, -0.62, -0.29, -0.34, -0.27, -0.39, 0.37, 0.39, 0.77, 0.35, 0.37, -0.12, -0.83, -0.06, 0.03

2.
C5H12NO3PS | ωB97M-V/def2-TZVPD

Calculated values
- Charge: 0
- E_LUMO: 0.49 eV
- HOMO level: -8.99 eV
- Multiplicity: 1
- SMILES: CP(O)NC(=O)OCCCS
- Largest force on an atom: 8.2 eV/A

Last columns: bonded neighbours and bond lengths (Å).
CARTESIAN COORDINATES (ANGSTROEM)
1 C 2.556 0.857 -0.094  P2 1.910, H12 1.185, H13 1.187, H14 1.176
2 P 2.561 -1.007 0.324  C1 1.910, O3 1.776, N4 1.781
3 O 1.536 -1.229 1.757  P2 1.776, H15 1.022
4 N 1.811 -1.922 -1.007  P2 1.781, C5 1.542, H16 1.043
5 C 0.411 -1.378 -1.356  N4 1.542, O6 1.334, O7 1.466
6 O 0.360 -0.521 -2.377  C5 1.334
7 O -0.711 -1.906 -0.576  C5 1.466, C8 1.467
8 C -1.814 -0.951 -0.424  O7 1.467, C9 1.669, H17 1.169, H18 1.194
9 C -1.739 -0.058 0.984  C8 1.669, C10 1.658, H19 1.170, H20 1.193
10 C -1.196 1.488 0.732  C9 1.658, S11 1.904, H21 1.175, H22 1.188
11 S -2.349 2.484 -0.410  C10 1.904, H23 1.430
12 H 3.630 1.233 -0.421  C1 1.185
13 H 2.272 1.434 0.904  C1 1.187
14 H 1.721 1.124 -0.878  C1 1.176
15 H 0.971 -0.378 1.742  O3 1.022
16 H 1.689 -2.929 -0.760  N4 1.043
17 H -2.011 -0.251 -1.340  C8 1.169
18 H -2.804 -1.607 -0.303  C8 1.194
19 H -1.197 -0.617 1.858  C9 1.170
20 H -2.872 0.068 1.334  C9 1.193
21 H -0.161 1.441 0.177  C10 1.175
22 H -1.032 2.028 1.777  C10 1.188
23 H -1.632 2.598 -1.642  S11 1.430

List of natural (NBO) charges in e, atom by atom: -1.01, 1.18, -0.96, -0.95, 0.87, -0.59, -0.53, -0.10, -0.46, -0.54, -0.09, 0.27, 0.24, 0.26, 0.47, 0.41, 0.23, 0.21, 0.23, 0.22, 0.22, 0.24, 0.16

3.
C16H28O2 | ωB97M-V/def2-TZVPD

Calculated values
- Charge: 0
- E_LUMO: 0.81 eV
- HOMO level: -8.72 eV
- Multiplicity: 1
- SMILES: CC1=CCCC(C)(C)[C@@H]1CC[C@]1(C)OC[C@@H](C)O1
- Largest force on an atom: 2.5 eV/A

Last columns: bonded neighbours and bond lengths (Å).
CARTESIAN COORDINATES (ANGSTROEM)
1 C 3.495 -1.242 0.054  C2 1.524, H19 1.083, H20 1.110, H21 1.081
2 C 2.720 -0.194 -0.737  C1 1.524, C3 1.357, C9 1.520
3 C 3.423 0.646 -1.537  C2 1.357, C4 1.526, H22 1.104
4 C 2.784 1.647 -2.496  C3 1.526, C5 1.558, H23 1.070, H24 1.088
5 C 1.238 1.708 -2.306  C4 1.558, C6 1.551, H25 1.120, H26 1.097
6 C 0.591 0.314 -2.102  C5 1.551, C7 1.538, C8 1.537, C9 1.557
7 C -0.932 0.473 -1.962  C6 1.538, H27 1.106, H28 1.107, H29 1.123
8 C 0.867 -0.615 -3.295  C6 1.537, H30 1.121, H31 1.095, H32 1.115
9 C 1.203 -0.285 -0.801  C2 1.520, C6 1.557, C10 1.567, H33 1.111
10 C 0.641 0.286 0.545  C9 1.567, C11 1.533, H34 1.116, H35 1.116
11 C -0.256 -0.753 1.231  C10 1.533, C12 1.534, H36 1.112, H37 1.102
12 C -1.083 -0.288 2.436  C11 1.534, C13 1.519, O14 1.426, O18 1.415
13 C -0.260 0.315 3.561  C12 1.519, H38 1.085, H39 1.091, H40 1.075
14 O -1.830 -1.390 2.947  C12 1.426, C15 1.420
15 C -2.946 -1.555 2.083  O14 1.420, C16 1.513, H41 1.082, H42 1.098
16 C -3.138 -0.185 1.471  C15 1.513, C17 1.544, O18 1.434, H43 1.095
17 C -4.504 0.383 1.912  C16 1.544, H44 1.071, H45 1.088, H46 1.093
18 O -2.024 0.616 1.889  C12 1.415, C16 1.434
19 H 3.433 -0.986 1.104  C1 1.083
20 H 3.051 -2.250 -0.086  C1 1.110
21 H 4.536 -1.272 -0.233  C1 1.081
22 H 4.519 0.721 -1.422  C3 1.104
23 H 3.009 1.365 -3.502  C4 1.070
24 H 3.198 2.634 -2.300  C4 1.088
25 H 1.042 2.387 -1.437  C5 1.120
26 H 0.795 2.195 -3.184  C5 1.097
27 H -1.409 -0.474 -1.647  C7 1.106
28 H -1.387 0.825 -2.908  C7 1.107
29 H -1.196 1.248 -1.195  C7 1.123
30 H 0.188 -1.505 -3.255  C8 1.121
31 H 1.903 -0.963 -3.375  C8 1.095
32 H 0.687 -0.062 -4.247  C8 1.115
33 H 0.977 -1.371 -0.851  C9 1.111
34 H 0.123 1.264 0.402  C10 1.116
35 H 1.447 0.558 1.267  C10 1.116
36 H -0.927 -1.178 0.453  C11 1.112
37 H 0.416 -1.568 1.545  C11 1.102
38 H 0.110 1.297 3.283  C13 1.085
39 H -0.843 0.416 4.478  C13 1.091
40 H 0.583 -0.308 3.802  C13 1.075
41 H -2.767 -2.277 1.297  C15 1.082
42 H -3.811 -1.871 2.680  C15 1.098
43 H -3.137 -0.270 0.379  C16 1.095
44 H -4.625 1.388 1.563  C17 1.071
45 H -5.322 -0.201 1.494  C17 1.088
46 H -4.580 0.377 3.002  C17 1.093

List of natural (NBO) charges in e, atom by atom: -0.64, 0.04, -0.21, -0.44, -0.40, -0.02, -0.62, -0.62, -0.26, -0.40, -0.45, 0.53, -0.64, -0.53, -0.10, 0.07, -0.62, -0.53, 0.21, 0.21, 0.22, 0.20, 0.21, 0.21, 0.21, 0.21, 0.20, 0.21, 0.22, 0.21, 0.22, 0.21, 0.21, 0.22, 0.21, 0.20, 0.21, 0.22, 0.23, 0.22, 0.17, 0.19, 0.17, 0.22, 0.21, 0.21